ORCA calculation (ωB97M-V with the def2-TZVPD basis set) on the ion C8H17N3 with charge +2.

For the HOMO-LUMO gap, the calculation gives 10.42 eV. The SMILES is Cc1[nH+]cc(C(C)(C)[NH3+])n1C. Its energy is -13024.39939 eV. As for the total charge: +2.

Structure (XYZ):
```
28
Properties=species:S:1:pos:R:3:forces:R:3
C 3.69022 -0.33779 -0.00199 -2.8 -0.1 1.8
C 2.33725 0.32930 -0.09079 0.6 -1.6 1.3
N 2.09838 1.64978 -0.08466 2.7 -1.4 -0.8
C 0.82492 1.91653 -0.06094 -3.9 -3.8 0.9
C 0.12263 0.63652 0.07312 2.0 2.1 -1.1
C -1.33025 0.28647 -0.08707 -2.0 2.3 0.2
C -1.87815 -0.54119 -1.24669 4.0 -1.1 -0.2
C -2.15734 1.61037 -0.08845 3.2 0.6 0.4
N -1.94048 -0.33923 1.17627 0.4 0.7 0.7
N 1.17137 -0.30227 0.03943 -0.7 1.6 -0.4
C 1.07411 -1.68605 0.33606 1.8 -4.1 -1.1
H 4.09334 -0.31930 -0.92091 1.5 -0.7 -3.5
H 4.29314 0.29084 0.53370 1.6 1.8 1.6
H 3.75833 -1.28200 0.53917 -0.4 0.0 -0.5
H 2.85019 2.30368 -0.24362 0.0 0.4 0.2
H 0.53032 2.90720 -0.03338 -1.1 1.6 -0.2
H -1.10875 -1.38853 -1.39735 -2.0 0.5 0.2
H -2.90307 -0.75363 -1.09664 -0.9 -0.8 0.2
H -1.80141 -0.01676 -2.17343 0.0 0.7 -0.5
H -3.14720 1.48232 0.08503 -3.3 -0.9 -0.3
H -1.95460 2.31614 0.68514 0.9 0.1 1.4
H -1.98390 2.26800 -0.88809 0.0 0.2 -1.9
H -1.31262 -0.07242 1.98936 -1.8 0.3 -0.6
H -1.92022 -1.34732 1.21412 -0.3 -0.7 -0.4
H -2.96086 0.02123 1.10393 2.0 -0.9 1.3
H 2.03844 -2.29062 -0.04415 -2.4 1.5 0.7
H 0.98052 -1.91083 1.35943 0.7 0.5 1.9
H 0.19920 -2.30858 0.06581 0.2 1.1 -1.3
```
Forces are in eV/Å.

ORCA calculation (ωB97M-V with the def2-TZVPD basis set) on an isolated molecule of C4H9N.

For the HOMO-LUMO gap, the calculation gives 9.99 eV. The SMILES is CNC1CC1. Its energy is -5782.06650 eV.

Structure (XYZ):
```
14
Properties=species:S:1:pos:R:3:forces:R:3
C -0.54892 0.09418 -1.72315 0.9 -0.1 -3.5
N -0.96880 0.56314 -0.43333 0.1 -0.9 -0.4
C -0.37890 -0.29290 0.54972 -1.3 -3.0 -1.7
C 0.21543 0.17883 1.76508 -0.3 -0.8 1.0
C 1.12030 -0.45524 0.71001 0.2 0.8 0.0
H -1.12570 -0.80096 -2.21649 0.8 1.5 1.5
H -0.62696 0.93284 -2.51892 0.0 -1.2 1.3
H 0.57241 -0.19599 -1.71867 -1.6 0.2 -0.1
H -0.71152 1.52710 -0.35031 0.2 0.4 0.4
H -0.89555 -1.31709 0.50874 0.5 1.6 0.5
H -0.14785 -0.38897 2.62538 0.7 0.5 0.1
H 0.23781 1.24227 1.80058 0.2 0.6 0.6
H 1.61214 0.33736 0.12172 0.4 -0.8 0.5
H 1.64613 -1.42456 0.87961 -0.7 1.0 -0.3
```
Forces are in eV/Å.

ORCA calculation (ωB97M-V with the def2-TZVPD basis set) on a structure of composition C5H14N2O.

For the HOMO-LUMO gap (alpha / beta), the calculation gives 6.83 / 6.83 eV. Its energy is -10436.00792 eV.

Structure (XYZ):
```
22
Properties=species:S:1:pos:R:3:forces:R:3
C 1.63797 0.05748 -0.49780 0.1 -1.1 0.4
C 0.88671 -1.09705 1.54029 0.0 0.1 0.1
C 2.26512 1.17626 0.23634 -0.5 0.0 0.0
N 1.09840 -0.97810 0.10062 0.1 0.7 -0.6
H 0.47259 -1.56007 -0.46882 0.4 0.3 0.2
H -0.22511 0.70690 -1.10841 -1.1 0.2 0.3
H 1.73682 -0.01636 -1.57463 -0.2 0.0 0.1
H 1.82796 -0.95703 2.07154 0.0 -0.1 -0.1
H 0.49107 -2.08886 1.74523 0.1 0.0 0.0
H 0.16472 -0.33503 1.84708 0.0 0.0 0.0
H 2.89695 0.84476 1.06203 -0.1 -0.1 0.0
H 2.85024 1.81456 -0.42135 -0.1 0.0 0.0
H 1.41204 1.72984 0.67340 0.1 0.1 0.0
C -1.73966 -1.14685 -0.53720 0.1 0.9 0.0
C -1.17913 0.81716 -0.40015 1.4 -1.4 -0.7
N -2.23610 1.46097 -1.06881 0.0 0.2 -0.2
O -0.89883 1.16625 0.76972 0.0 0.1 0.4
H -2.94230 1.79533 -0.42636 0.0 -0.1 -0.1
H -2.60185 0.98147 -1.87882 -0.1 0.0 0.2
H -1.22641 -2.08457 -0.27898 0.1 0.0 0.0
H -2.12847 -1.24962 -1.55240 0.0 0.0 0.0
H -2.56273 -1.03745 0.16749 -0.1 0.0 0.0
```
Forces are in eV/Å.

ORCA calculation (ωB97M-V with the def2-TZVPD basis set) on a structure of composition C40H37BrN3O3P2Pt.

For the HOMO-LUMO gap (alpha / beta), the calculation gives 7.12 / 4.40 eV. Its energy is -144533.23325 eV. As for the spin multiplicity: 5. As for the total charge: +3.

Structure (XYZ):
```
87
Properties=species:S:1:pos:R:3:forces:R:3
Pt -0.34100 1.32595 0.36868 0.5 -0.3 -0.1
C 0.25885 -0.30418 -2.68754 0.3 0.1 0.3
N -0.34185 -1.50682 -2.09645 0.0 -0.2 -0.2
C -1.41414 -1.34114 -1.13330 0.0 0.0 0.2
P -0.65188 -1.06980 0.55107 -0.7 0.4 -0.2
C 0.23430 -2.59350 0.88904 0.2 0.2 0.1
C -0.51023 -3.76235 1.08302 0.1 -0.1 -0.1
C 0.15037 -4.93985 1.39132 0.0 0.0 0.0
C 1.53780 -4.94986 1.51619 0.0 0.0 0.0
C 2.27175 -3.78810 1.32428 0.0 0.0 0.0
C 1.62213 -2.60128 1.00993 0.0 0.1 0.0
C -2.00033 -0.98383 1.74552 0.0 0.0 0.0
C -3.25526 -0.45803 1.42691 0.0 -0.1 0.0
C -4.18374 -0.22736 2.43165 0.0 0.0 -0.1
C -3.86607 -0.51398 3.75281 0.0 0.0 0.0
C -2.62406 -1.05041 4.07109 0.0 0.0 0.0
C -1.68468 -1.27680 3.07534 -0.1 0.0 0.0
C -0.06496 -2.75421 -2.59488 -0.1 0.3 0.1
C -1.10598 -3.71709 -2.72282 0.1 -0.1 0.1
C -0.83819 -4.94276 -3.27307 0.0 0.0 0.0
C 0.46195 -5.26356 -3.68117 0.0 0.0 0.0
C 1.49730 -4.32669 -3.55382 0.0 -0.1 0.0
C 1.24269 -3.08463 -3.03908 -0.1 0.0 -0.1
P 0.90231 1.10900 -1.63350 0.1 -0.1 0.3
C 0.98377 2.37833 -2.90208 -0.2 0.1 0.0
C 2.19800 2.76542 -3.46777 0.0 0.0 -0.1
C 2.20241 3.70857 -4.48673 0.0 0.0 0.0
C 1.01165 4.26539 -4.93209 0.0 0.0 0.0
C -0.19942 3.88075 -4.36748 0.0 0.0 0.0
C -0.21573 2.94301 -3.34963 0.0 0.0 0.0
C 2.57850 0.80857 -1.06898 0.0 0.1 0.0
C 3.27053 -0.38890 -1.19004 0.0 0.0 -0.1
C 4.54329 -0.51329 -0.64989 0.0 -0.1 0.0
C 5.11757 0.55319 0.02264 0.0 0.0 0.0
C 4.42790 1.75403 0.15084 0.0 0.0 0.0
C 3.16357 1.88258 -0.39038 0.0 0.0 -0.1
H -0.51522 0.18726 -3.28359 -0.1 -0.1 0.0
H 1.05471 -0.58240 -3.37401 0.0 -0.1 -0.1
H -2.02774 -2.23445 -1.08447 -0.1 0.1 0.0
H -2.01467 -0.46122 -1.36285 -0.1 0.0 -0.1
H -1.59255 -3.75324 1.00743 0.0 0.0 0.0
H -0.41674 -5.84803 1.55118 0.0 0.0 0.0
H 2.04510 -5.86885 1.78190 0.0 0.0 0.0
H 3.34851 -3.80109 1.43760 0.0 0.0 0.0
H 2.18342 -1.68140 0.88715 0.0 0.0 0.0
H -3.51718 -0.26192 0.39382 0.0 0.1 0.0
H -5.16188 0.16735 2.18454 0.0 0.0 0.0
H -4.59469 -0.33239 4.53254 0.0 0.0 0.0
H -2.38900 -1.30673 5.09705 0.0 0.0 0.0
H -0.71426 -1.68958 3.32658 0.0 0.0 0.0
H -2.12639 -3.45758 -2.47720 0.1 -0.1 0.0
H -1.64341 -5.64979 -3.42070 0.0 0.0 0.0
H 0.66625 -6.23602 -4.11069 0.0 0.0 0.0
H 2.50237 -4.58508 -3.85917 0.0 0.0 0.0
H 2.04926 -2.37841 -2.93109 0.0 0.0 -0.1
H 3.12954 2.33403 -3.12618 0.0 0.0 0.0
H 3.14205 4.00697 -4.93373 0.0 0.0 0.0
H 1.02587 5.00765 -5.71998 0.0 0.0 0.0
H -1.12491 4.31846 -4.71975 0.0 0.0 0.0
H -1.15689 2.65357 -2.88982 0.0 0.0 0.0
H 2.83498 -1.22713 -1.71227 0.0 0.0 0.1
H 5.08835 -1.44229 -0.76092 0.0 0.0 0.0
H 6.10953 0.45283 0.44392 0.0 0.0 0.0
H 4.87623 2.58422 0.67986 0.0 0.0 0.0
H 2.63099 2.82348 -0.29871 0.0 0.0 0.1
C -4.47001 2.44741 -1.20110 0.0 0.0 0.0
C -3.15415 2.66674 -0.52291 0.1 0.2 0.1
N -3.00087 3.76554 0.20585 0.0 0.0 0.0
O -2.23994 1.82039 -0.65936 0.0 -0.3 0.0
H -5.13340 3.30607 -1.12000 0.0 0.0 0.0
H -4.96047 1.58101 -0.75283 0.0 0.0 0.0
H -4.29929 2.22089 -2.25275 0.0 0.0 0.0
H -3.73808 4.44760 0.28181 0.0 0.0 0.0
H -2.11819 3.98489 0.63834 0.1 0.0 0.0
Br 0.76068 3.29858 7.85859 0.0 0.1 0.2
C 0.17422 2.86075 6.20779 -0.3 0.0 0.0
C -1.24560 2.94002 5.92989 0.3 -0.1 -0.2
N -1.72455 2.61215 4.75671 0.2 0.0 -0.2
C -0.84802 2.20980 3.81748 0.2 -0.1 0.4
C 0.56501 2.13756 3.97984 -0.5 -0.1 -0.3
C 1.07495 2.46242 5.20001 0.0 0.2 0.3
C 1.56089 1.73445 2.88422 0.1 0.3 -0.2
O 2.70187 2.08489 3.07921 -0.1 -0.2 -0.1
O 1.12376 1.03829 1.88090 -0.3 0.1 0.2
H -1.94312 3.27800 6.68953 0.1 0.0 0.1
H -1.30068 1.91797 2.87916 0.0 -0.1 -0.2
H 2.14425 2.43001 5.37156 0.0 0.0 0.0
```
Forces are in eV/Å.

ORCA calculation (ωB97M-V with the def2-TZVPD basis set) on a cluster of 2 separate species, C5H7N2O2 in total.

For the HOMO-LUMO gap, the calculation gives 10.33 eV. Its energy is -12366.04754 eV. As for the total charge: +1.

Structure (XYZ):
```
16
Properties=species:S:1:pos:R:3:forces:R:3
C -0.20743 -0.58537 -0.82897 -3.0 2.0 0.2
C -1.01309 0.56889 -0.93571 1.4 -2.5 -0.3
C 0.89988 1.06790 0.05338 -2.6 2.0 0.0
C -1.50274 0.33303 2.06498 -0.4 -0.5 0.7
C 1.87293 -1.18754 0.16268 0.6 -0.8 0.9
N 0.87094 -0.20348 -0.10982 0.9 -0.9 -1.3
N -0.29390 1.58747 -0.39888 -0.4 0.7 -0.9
O -2.11613 -0.21525 2.83529 0.4 0.4 -0.5
O -2.19910 0.72553 -1.48633 -1.6 -1.3 -0.1
H -0.58950 -1.57383 -0.85484 0.3 -0.8 -0.4
H 1.49176 1.60716 0.69981 1.7 1.0 0.8
H 1.58509 -1.65159 1.05957 -0.1 -0.4 1.8
H 1.69240 -2.00785 -0.49185 0.6 -0.3 -1.1
H 2.91771 -0.88826 0.27005 -0.4 0.4 -0.5
H -0.66356 2.56881 -0.48438 1.1 -1.3 0.5
H -2.74525 -0.14561 -1.55499 1.6 2.2 0.2
```
Forces are in eV/Å.

ORCA calculation (ωB97M-V with the def2-TZVPD basis set) on a cluster of 2 separate species, C2H7N2S3 in total.

For the HOMO-LUMO gap, the calculation gives 8.68 eV. Its energy is -37664.97608 eV. As for the total charge: +1.

Structure (XYZ):
```
14
Properties=species:S:1:pos:R:3:forces:R:3
C 2.12503 0.84663 0.01589 4.9 2.5 -0.5
C -1.81027 -0.28215 -0.40097 -3.2 -1.5 -2.6
N 1.09048 0.40692 0.56166 -1.9 -1.9 -0.8
N -3.00572 -0.96734 -0.45461 2.3 2.5 1.9
S -1.72618 1.17384 0.31641 0.3 0.8 0.6
S 0.67070 -1.31533 0.72962 0.3 1.5 2.1
S 3.59562 0.00561 -0.38259 -0.2 -0.5 0.2
H 2.33364 1.95339 -0.07405 -1.2 -1.1 0.0
H -1.12371 -0.68412 -1.16575 0.0 0.3 0.8
H 0.20264 0.97719 0.37937 -0.4 0.2 0.8
H -3.19674 -1.65465 -1.11199 -0.2 -1.4 -1.2
H -3.75040 -0.55683 0.08904 -0.2 -0.3 -0.1
H 0.08639 -0.93396 1.96464 0.5 -1.0 -1.3
H 4.50852 1.03080 -0.46668 -1.0 -0.2 0.0
```
Forces are in eV/Å.

ORCA calculation (ωB97M-V with the def2-TZVPD basis set) on a structure of composition C45H50BClF6N3OPSn.

For the HOMO-LUMO gap, the calculation gives 3.77 eV. Its energy is -98610.04719 eV. As for the total charge: +2.

Structure (XYZ):
```
109
Properties=species:S:1:pos:R:3:forces:R:3
Sn -0.83637 0.12808 0.08383 1.2 -0.9 -0.9
Cl -0.10436 1.29457 2.76123 0.4 0.7 0.1
C 0.65125 0.32135 3.98223 0.2 -0.4 0.3
C 0.84704 0.86089 5.24081 0.0 0.2 0.0
C 1.45800 0.08742 6.21410 0.0 0.0 0.0
C 1.86113 -1.20777 5.92342 0.0 -0.1 0.0
C 1.64205 -1.73816 4.66204 0.0 0.1 0.1
C 1.03169 -0.97599 3.66622 0.0 0.0 -0.2
P 0.70696 -1.66328 2.00079 0.4 -0.1 -0.1
C 0.56060 -3.42266 2.43268 0.0 0.0 -0.2
C 1.54803 -4.36368 2.14985 -0.1 0.1 0.1
C 1.40643 -5.66468 2.61457 0.0 0.0 0.0
C 0.28320 -6.02633 3.34495 0.0 -0.1 0.0
C -0.70810 -5.09139 3.61435 -0.1 0.0 0.0
C -0.57884 -3.79434 3.14737 0.0 0.0 0.0
C 2.30483 -1.53049 1.13136 0.0 0.0 0.1
C 2.28964 -1.80149 -0.23918 0.0 0.2 0.1
C 3.46488 -1.77654 -0.97630 0.0 0.0 0.1
C 4.66256 -1.45785 -0.34973 0.0 0.0 0.0
C 4.68222 -1.17147 1.00844 0.0 0.1 0.0
C 3.50788 -1.19965 1.74882 0.0 0.0 -0.1
H 0.52011 1.86983 5.45610 0.0 0.0 0.0
H 1.61305 0.49765 7.20332 0.0 0.0 0.0
H 2.33509 -1.81480 6.68344 0.0 0.0 0.0
H 1.94249 -2.75551 4.44436 0.0 0.0 0.0
H 2.43400 -4.07680 1.59696 0.0 0.0 0.0
H 2.18700 -6.39027 2.42428 0.0 0.0 0.0
H 0.18044 -7.04223 3.70527 0.0 0.0 0.0
H -1.58125 -5.37798 4.18633 0.0 0.0 0.0
H -1.34772 -3.05562 3.35314 0.0 -0.1 0.0
H 1.34419 -2.04934 -0.71715 0.2 0.1 0.1
H 3.45350 -2.00908 -2.03399 0.0 0.0 0.0
H 5.58106 -1.42493 -0.92218 0.0 0.0 0.0
H 5.61673 -0.93063 1.49890 0.0 0.0 0.0
H 3.52899 -0.95700 2.80389 0.0 -0.1 0.0
C 2.33514 0.87750 -2.98584 -0.1 0.1 -0.1
C 1.32542 1.99639 -3.01001 -0.1 -0.1 0.0
C 1.74657 3.30947 -3.21759 -0.1 0.1 0.0
C 0.82929 4.34636 -3.30411 0.1 -0.1 -0.1
C -0.53029 4.07715 -3.19201 0.0 0.0 0.0
C -0.98740 2.78539 -2.96311 0.0 -0.1 -0.2
C -2.45696 2.47375 -2.86350 0.2 0.0 0.0
C -0.04495 1.75111 -2.86498 0.1 0.1 -0.3
N -0.51174 0.45327 -2.52749 0.0 0.4 0.0
C -0.71126 -0.46353 -3.37729 0.0 0.2 -0.2
C -0.50491 -0.31698 -4.85238 0.0 0.0 0.0
C -1.22416 -1.76945 -2.83737 -0.2 -0.5 -0.2
C -1.61751 -2.83544 -3.81265 0.0 0.0 -0.1
N -1.31177 -1.91036 -1.57983 0.0 0.8 0.2
C -1.80229 -3.12224 -1.02540 -0.3 -0.7 0.5
C -3.14495 -3.19733 -0.63285 0.2 0.1 -0.1
C -4.14424 -2.12117 -0.96456 -0.1 -0.1 0.1
C -3.56723 -4.34147 0.03312 -0.1 0.0 0.0
C -2.69797 -5.38642 0.28847 0.0 -0.1 0.0
C -1.39582 -5.32434 -0.17770 0.0 -0.1 0.1
C -0.92915 -4.20305 -0.84562 0.2 0.3 -0.1
C 0.46884 -4.20835 -1.41727 -0.2 -0.2 0.0
H 3.28646 1.22449 -2.58209 0.0 -0.1 0.0
H 2.52698 0.52386 -4.00251 0.0 0.0 0.0
H 1.98830 0.02861 -2.39745 0.1 0.0 0.0
H 2.80571 3.50874 -3.34171 -0.1 0.0 0.0
H 1.17133 5.35939 -3.48731 0.0 0.0 -0.1
H -1.25003 4.88056 -3.31238 0.0 0.0 0.0
H -3.05186 3.38655 -2.85457 0.0 0.0 0.0
H -2.67963 1.89107 -1.96478 -0.1 0.0 0.0
H -2.77985 1.88044 -3.72187 -0.1 0.0 0.0
H -0.15010 0.68096 -5.09756 0.0 0.0 0.0
H -1.44130 -0.49770 -5.38340 0.0 0.0 0.0
H 0.22115 -1.04625 -5.21697 0.0 0.0 0.0
H -0.77418 -3.11037 -4.44973 0.0 0.0 0.0
H -2.41635 -2.47483 -4.46449 0.0 0.0 0.0
H -1.96428 -3.72305 -3.28983 0.0 0.0 -0.1
H -3.68810 -1.24239 -1.41529 -0.1 0.0 0.0
H -4.67649 -1.80548 -0.06884 0.0 0.0 0.0
H -4.89697 -2.51557 -1.65030 0.1 0.0 -0.1
H -4.60529 -4.40720 0.33921 0.0 0.0 0.0
H -3.04499 -6.26210 0.82327 0.0 0.0 0.0
H -0.72733 -6.16523 -0.03304 0.0 0.0 0.0
H 0.58014 -5.04517 -2.10938 0.0 0.0 0.0
H 1.21461 -4.34259 -0.63348 0.0 0.0 0.0
H 0.69739 -3.29306 -1.96186 0.0 -0.2 0.0
O -0.45163 2.68103 -0.06392 0.6 0.7 0.2
C -0.63269 3.89378 -0.08359 -0.6 -0.5 -0.1
C 0.53376 4.83583 -0.06054 -0.4 0.8 0.2
C 0.85816 5.51092 1.16435 0.7 -0.7 0.3
C 0.00993 6.85700 1.16023 -0.5 0.1 -0.3
C -1.49599 6.62971 1.16384 0.1 -0.1 -0.1
C -2.00877 5.93990 -0.10118 0.2 0.0 0.2
N -1.81556 4.48254 -0.07706 -0.2 0.4 0.1
H 0.89320 5.21441 -1.02156 0.2 -0.3 0.1
H 1.90624 3.52058 -0.18972 -0.1 0.0 -0.2
H 1.91292 5.79352 1.20754 -0.1 0.1 -0.1
H 0.58777 4.91922 2.04056 -0.1 0.1 0.0
H 0.30117 7.46324 0.30067 0.1 0.0 0.0
H 0.31297 7.38111 2.06536 0.2 -0.1 0.0
H -1.98057 7.60345 1.24785 0.0 0.0 0.0
H -1.78921 6.04337 2.03788 -0.1 0.1 0.0
H -1.49878 6.34543 -0.98383 -0.1 0.0 0.0
H -3.07273 6.12118 -0.21911 0.0 0.0 -0.1
H -2.62298 3.87938 0.02982 0.1 -0.1 0.0
F 2.95707 2.43190 1.08461 0.0 0.1 0.0
C 2.66886 2.70457 -0.19761 0.1 -0.2 0.3
F 3.76360 3.16874 -0.81781 0.0 0.0 0.0
H 2.29101 1.81169 -0.70225 -0.1 0.2 0.1
F -3.16550 0.58973 0.23433 0.1 0.2 -0.2
B -3.18489 0.02968 1.58922 -1.1 0.6 0.3
F -2.06495 -0.90592 1.46213 -1.1 -0.8 0.9
F -4.36356 -0.58626 1.84645 0.6 0.2 0.1
F -2.80524 1.04648 2.44516 -0.6 -0.5 -0.3
```
Forces are in eV/Å.

ORCA calculation (ωB97M-V with the def2-TZVPD basis set) on an isolated molecule of C4H7NO3.

For the HOMO-LUMO gap, the calculation gives 10.41 eV. The SMILES is CCC(=O)NC(=O)O. Its energy is -11893.32535 eV.

Structure (XYZ):
```
15
Properties=species:S:1:pos:R:3:forces:R:3
C -0.01786 1.96257 -1.64063 1.7 2.8 2.0
C -0.82749 1.64357 -0.34788 -2.6 0.1 -1.2
C 0.04907 0.86452 0.62122 -0.5 2.1 0.0
O 0.34813 1.52503 1.59605 0.8 -1.1 0.4
N 0.67894 -0.38619 0.40421 -0.1 0.9 1.8
C -0.01744 -1.52242 -0.09064 3.9 -0.8 2.8
O -0.71519 -1.57124 -1.01218 -2.0 0.0 -2.0
O 0.40905 -2.57210 0.72887 0.7 -1.2 0.3
H -0.22488 2.95157 -2.12621 -0.5 -0.9 0.6
H 1.10913 2.08794 -1.44008 -1.6 -0.7 -0.2
H -0.24350 1.19570 -2.26798 0.1 -2.0 -2.3
H -1.14263 2.65244 0.15078 0.6 -2.3 -0.5
H -1.83282 1.02248 -0.67528 2.5 1.6 0.9
H 1.33960 -0.45136 1.25289 -1.5 -0.7 -1.8
H 0.78896 -3.49837 0.52212 -1.5 2.5 -0.7
```
Forces are in eV/Å.

Question: Number 2 is which compound?
Answer: C4H9N

Question: Number 4 is which compound?
Answer: C40H37BrN3O3P2Pt

Question: Which of these has the highest energy?
Answer: C4H9N